No. 1
Entry from OMol25: a cluster of 2 separate species, C2H4O4 in total (ωB97M-V/def2-TZVPD).

Output
* spin multiplicity: 1
* frontier orbital gap: 11.3 eV
* E_HOMO: -10.839 eV
* SMILES: O=CO.O=CO
* lowest unoccupied orbital energy: 0.0156 Eh

The geometry in XYZ format:
```
10
Properties=species:S:1:pos:R:3:forces:R:3:mulliken_charge:R:1
O -1.058385 2.478609 -0.807070 2.79 1.79 -1.29 -0.51
O 1.191435 2.607708 -0.511540 -0.87 -0.90 -0.27 -0.42
C 0.028575 2.983359 -1.119650 -1.45 -2.11 1.25 0.30
H 0.998604 1.726049 -0.090220 0.18 1.17 -0.14 0.34
H 0.290875 3.688808 -1.932800 -0.67 0.01 0.45 0.29
O 0.242125 -2.396119 -0.609280 -1.81 -1.79 3.56 -0.47
O -0.098695 -2.043599 1.600889 -1.06 -1.21 0.03 -0.40
C -0.230665 -2.807039 0.464260 1.94 2.18 -2.08 0.29
H -0.636505 -2.463899 2.326238 0.84 0.59 -0.94 0.35
H -0.727365 -3.773879 0.679170 0.10 0.26 -0.56 0.23
```
Forces are in eV/Å.

No. 2
Entry from OMol25: a structure of composition C20H14BrIN2O3Se3SrTe (ωB97M-V/def2-TZVPD).

Output
* spin multiplicity: 1
* frontier orbital gap: 4.5 eV
* E_HOMO: -0.730 eV
* lowest unoccupied orbital energy: 0.1400 Eh
* total charge: -2

The geometry in XYZ format:
```
46
Properties=species:S:1:pos:R:3:forces:R:3:mulliken_charge:R:1
Sr -0.456234 0.036246 0.964076 -2.60 -0.07 1.75 1.76
O 3.912906 -3.310689 0.278005 -0.14 0.43 0.04 -0.70
C 2.855914 -4.136475 0.335422 -0.23 -0.12 0.01 0.32
C 3.107069 -5.506722 0.429100 0.06 0.00 -0.02 -0.67
C 2.065735 -6.413523 0.507280 0.01 0.05 0.02 -0.28
C 0.749187 -5.970439 0.496701 -0.04 -0.10 -0.01 -0.79
C 0.490383 -4.614797 0.391260 -0.06 -0.05 -0.04 -0.61
C 1.519379 -3.683433 0.301251 0.04 -0.03 -0.03 0.48
C 1.137454 -2.244656 0.196557 0.37 0.12 -0.19 1.16
O -0.065801 -1.917504 0.023490 0.58 -1.59 -1.02 -1.13
N 2.160303 -1.390214 0.286679 0.67 -0.60 0.03 -0.47
N 1.785172 -0.079871 0.346131 1.48 0.15 -0.55 -0.34
C 2.717876 0.796820 0.360027 0.02 -0.32 -0.07 -0.54
C 2.498996 2.226177 0.467297 -0.07 0.27 -0.01 0.59
C 3.628585 3.049221 0.537550 -0.07 -0.07 -0.01 -0.60
C 3.536673 4.422601 0.641524 0.11 0.08 -0.03 -0.58
C 2.271336 5.007727 0.661873 0.02 -0.05 0.01 -0.48
C 1.138171 4.226838 0.589632 -0.09 0.04 0.00 -0.45
C 1.198334 2.816274 0.501853 0.14 0.13 -0.05 0.38
O 0.113881 2.103024 0.460806 0.85 1.75 -0.35 -0.84
H 3.514244 -2.379467 0.303856 0.08 -0.19 -0.04 0.60
H 4.140602 -5.831342 0.452307 0.00 0.00 -0.01 0.38
H 2.284739 -7.472694 0.589006 0.00 0.00 0.00 0.34
H -0.067587 -6.676759 0.577752 -0.01 0.02 0.00 0.39
H -0.527295 -4.243606 0.390547 0.03 0.06 0.02 0.42
H 3.757856 0.462938 0.290770 -0.01 -0.04 0.03 0.23
H 4.605186 2.575717 0.509736 0.00 -0.01 0.01 0.30
H 4.431214 5.030814 0.700019 -0.01 0.00 0.00 0.36
H 2.176823 6.085441 0.740259 -0.02 0.00 -0.01 0.35
H 0.154086 4.681190 0.604645 0.00 -0.02 0.01 0.28
Se -0.165848 -1.752314 3.475113 0.63 0.43 0.47 -0.68
Se -2.057981 -2.836823 2.747718 -0.49 -0.52 -0.23 -0.32
Te -3.325865 -0.745794 1.999824 -0.93 0.23 0.53 0.02
Se -4.964376 -1.287223 0.238654 -0.05 -0.06 -0.26 -0.75
Br -4.582541 5.264440 0.656477 -0.03 0.08 0.05 -0.25
C -5.184756 3.978857 -0.602547 0.14 -0.08 -0.10 0.31
C -6.505385 4.068364 -1.016649 -0.01 0.00 0.00 -0.43
C -6.995703 3.158655 -1.937940 -0.01 0.00 0.02 -0.38
C -6.168580 2.157544 -2.423015 -0.06 0.00 -0.06 -0.66
C -4.853908 2.074370 -1.999655 0.10 -0.09 0.01 -0.23
C -4.334034 2.991597 -1.092584 0.16 0.12 0.21 -0.05
I -2.323485 2.790270 -0.466288 -0.55 0.07 -0.19 0.18
H -7.141173 4.840681 -0.605744 0.01 0.01 -0.02 0.35
H -8.027620 3.226844 -2.258842 0.00 -0.02 0.00 0.33
H -6.551468 1.424008 -3.120739 0.02 -0.02 0.02 0.34
H -4.224560 1.267787 -2.350797 -0.01 -0.01 0.03 0.38
```
Forces are in eV/Å.

No. 3
Entry from OMol25: a structure of composition C18H20N6O3S2 (ωB97M-V/def2-TZVPD).

Output
* spin multiplicity: 1
* frontier orbital gap: 8.0 eV
* E_HOMO: -7.872 eV
* lowest unoccupied orbital energy: 0.0036 Eh

The geometry in XYZ format:
```
49
Properties=species:S:1:pos:R:3:forces:R:3:mulliken_charge:R:1
C -1.488910 7.778296 3.015898 -0.79 2.77 -6.23 -1.01
C -0.468189 7.183703 1.899211 1.69 7.89 2.06 -0.24
H 0.639330 7.213988 2.320718 -2.09 0.08 -0.73 0.30
H -0.504489 7.826872 0.972469 0.17 0.20 1.21 0.32
O -0.820726 6.044283 1.450556 0.53 -8.03 2.41 -0.31
C -0.345129 5.066775 2.511664 0.78 -0.91 0.85 0.62
O 0.225395 5.280363 3.610309 -2.72 0.08 -5.05 -0.53
C -0.601194 3.685649 1.884659 -1.85 -0.65 6.85 -0.96
C 0.545491 2.749164 2.030707 -0.88 -0.96 -0.16 0.48
C 1.035780 2.269206 3.197597 0.96 0.50 2.31 -0.29
S 2.573727 1.189949 2.989846 -3.66 2.72 -2.95 -0.19
C 2.155617 1.475214 1.177279 -3.40 0.12 -0.70 0.16
N 0.893348 2.250723 0.794283 7.07 -2.78 2.96 -0.41
N 2.835771 0.634270 0.326814 -8.78 7.01 -3.00 -0.03
C 2.524015 0.376702 -1.113057 -8.50 8.26 8.49 0.37
O 3.181425 -0.407421 -1.454098 8.54 -10.33 -7.77 -0.34
C 1.057496 0.878860 -1.629173 9.64 -7.68 -9.66 -0.64
H 1.410232 1.482339 -2.429472 -0.59 0.55 -1.23 0.41
H 0.756703 1.359301 -0.982556 -6.22 8.42 11.25 0.50
S 0.217270 -0.528744 -2.120840 0.07 3.82 -8.18 -0.31
C 0.033752 -1.274529 -0.822218 -0.29 -6.89 10.66 0.65
N 0.447283 -0.903802 0.626764 -0.01 0.38 -2.98 0.32
N 0.166764 -1.919949 1.361598 -1.78 -0.09 -0.65 -0.56
N -0.475801 -2.877197 0.910983 1.89 0.50 -2.15 -0.23
N -0.317723 -2.549812 -0.761550 -2.87 -1.54 2.44 -0.01
C -1.103161 -3.580759 -1.536791 0.58 4.40 -1.56 0.43
C -1.716219 -3.065797 -2.805239 3.74 -4.79 4.66 -0.98
C -1.925913 -4.142575 -3.614467 -4.31 3.92 -2.03 -0.72
C -2.245949 -5.360210 -3.100697 -0.58 -3.39 -3.86 0.70
C -1.829573 -5.806670 -1.915642 1.99 0.96 2.20 -0.37
C -1.107837 -4.858230 -1.111152 -3.27 0.02 -5.52 -0.79
H -0.862078 -5.024526 -0.201363 2.30 -1.58 5.80 0.75
H -1.821708 -6.840336 -1.622806 -0.54 -0.24 0.12 0.42
C -2.913697 -6.341077 -4.181272 8.46 -2.89 3.24 -0.66
H -2.669710 -6.087928 -5.178207 0.93 0.48 -1.05 0.36
H -2.208946 -7.511807 -3.899461 -2.37 3.26 -1.25 0.24
C -4.259614 -6.441319 -4.072790 -4.61 -1.67 7.06 -1.23
H -4.611996 -6.868943 -2.653436 1.07 1.04 -3.72 0.16
H -4.733556 -7.218329 -4.546696 -1.44 -1.15 -1.67 0.44
H -4.670937 -5.489522 -3.939942 -1.45 1.32 -0.70 0.41
H -2.554728 -3.870271 -4.506659 1.33 -0.48 0.02 0.26
H -1.469336 -2.082577 -2.783454 -0.39 2.89 -1.74 0.68
H 3.552963 0.311369 0.732444 7.09 -3.81 2.75 0.02
H 0.720284 2.653412 4.249575 0.89 -0.84 -2.19 0.30
H -0.901610 3.790621 0.942701 -1.02 0.38 -3.83 0.34
H -1.579361 3.183062 2.509189 2.53 1.54 -1.60 0.26
H -1.513440 7.255714 3.876995 0.31 -1.50 2.96 0.40
H -2.629020 7.672201 2.505415 3.07 0.65 1.37 0.21
H -1.131943 8.888639 3.078082 -1.18 -1.94 0.43 0.28
```
Forces are in eV/Å.

No. 4
Entry from OMol25: a cluster of 2 separate species, HN2P in total (ωB97M-V/def2-TZVPD).

Output
* spin multiplicity: 1
* frontier orbital gap: 9.5 eV
* E_HOMO: -9.758 eV
* lowest unoccupied orbital energy: -0.0109 Eh

The geometry in XYZ format:
```
4
Properties=species:S:1:pos:R:3:forces:R:3:mulliken_charge:R:1
N -0.940372 0.514254 0.593080 -0.84 1.69 0.49 -0.05
N -0.987121 0.519856 -0.617237 0.26 -0.21 0.25 -0.07
P -0.038253 -0.850764 0.054612 3.70 -0.70 -0.90 0.15
H 1.965748 -0.183346 -0.030456 -3.12 -0.78 0.16 -0.03
```
Forces are in eV/Å.

No. 5
Entry from OMol25: a structure of composition C3H6Br2O2 (ωB97M-V/def2-TZVPD).

Output
* spin multiplicity: 1
* frontier orbital gap: 7.4 eV
* E_HOMO: -7.445 eV
* lowest unoccupied orbital energy: -0.0020 Eh

The geometry in XYZ format:
```
13
Properties=species:S:1:pos:R:3:forces:R:3:mulliken_charge:R:1
C 2.129145 -0.107940 -0.063252 2.55 -0.60 -0.17 -1.09
C -2.035035 0.064042 -1.175461 1.00 0.27 -0.54 -0.66
C 0.800361 0.040657 0.556242 0.02 -2.68 0.13 1.03
O 0.184748 -0.959690 1.104965 0.90 0.68 -0.83 -0.39
O 0.378056 1.213824 0.636303 -0.70 1.22 -0.50 -0.27
Br -2.281656 -1.573003 -0.087062 -1.22 -0.53 0.20 -0.14
Br -2.502147 1.643757 -0.041970 -0.60 -0.02 0.08 -0.22
H 2.371650 0.349304 -1.073104 -1.20 -0.09 1.32 0.29
H 2.518968 -1.145171 -0.150572 -0.72 0.55 0.40 0.32
H 2.802550 0.412765 0.665329 -0.27 -0.30 -0.59 0.29
H -2.851008 0.012768 -1.906611 -0.06 -0.07 0.33 0.29
H -0.903982 -1.090664 1.025609 1.05 0.38 -0.34 0.33
H -0.611656 1.139352 0.509587 -0.75 1.19 0.52 0.23
```
Forces are in eV/Å.

No. 6
Entry from OMol25: a structure of composition C4H11N2S (ωB97M-V/def2-TZVPD).

Output
* spin multiplicity: 1
* frontier orbital gap: 9.3 eV
* E_HOMO: -12.409 eV
* lowest unoccupied orbital energy: -0.1129 Eh
* total charge: +1

The geometry in XYZ format:
```
18
Properties=species:S:1:pos:R:3:forces:R:3:mulliken_charge:R:1
C 0.546780 -0.591179 -0.627824 0.04 -1.89 -1.41 0.07
C -0.235983 -1.597899 0.210292 1.22 3.39 0.65 -0.70
C -0.328282 0.346768 0.147919 0.25 -4.22 -0.98 0.07
C -1.554476 0.911740 -0.449405 -2.48 0.37 3.12 -1.21
N 0.489608 0.860556 1.237144 -2.35 0.40 1.47 -0.33
N 1.991970 -0.325567 -0.264603 -1.43 -1.91 1.28 -0.43
S -1.674955 -2.409766 -0.200198 -0.58 -0.90 -1.22 -0.17
H 0.387962 -0.852978 -1.718193 0.22 1.11 1.16 0.42
H 0.176068 -1.815692 1.188905 0.04 -0.02 0.01 0.35
H -2.475998 0.170903 -0.245983 2.00 1.18 -1.44 0.29
H -1.438117 1.383225 -1.436273 -0.34 -0.58 0.31 0.33
H -1.912663 1.680334 0.315097 0.49 -0.29 -1.22 0.38
H 0.143233 0.643347 2.239471 0.85 0.05 -2.12 0.32
H 1.532206 0.424339 0.628473 1.24 -0.19 0.67 0.53
H 2.376393 0.168760 -1.042723 1.07 -0.07 -0.36 0.29
H 2.522878 -1.171796 0.144816 -0.87 1.87 -1.38 0.32
H 0.316638 1.842764 1.129545 0.60 1.04 0.42 0.31
H -1.391144 -2.978561 -1.446919 0.04 0.69 1.05 0.17
```
Forces are in eV/Å.

No. 7
Entry from OMol25: a cluster of 2 separate species, C6H5N in total (ωB97M-V/def2-TZVPD).

Output
* spin multiplicity: 1
* frontier orbital gap: 10.5 eV
* E_HOMO: -10.015 eV
* lowest unoccupied orbital energy: 0.0169 Eh

The geometry in XYZ format:
```
12
Properties=species:S:1:pos:R:3:forces:R:3:mulliken_charge:R:1
C -1.755832 1.604127 -0.830777 0.65 2.65 0.41 -0.08
C 0.899747 -0.599259 2.547831 1.92 2.20 -3.35 -0.55
C -1.224148 0.526291 -0.869813 -0.17 -1.80 -0.80 -0.23
C 1.409568 -0.012889 1.597801 -0.91 -1.43 2.12 0.19
C 2.595670 0.756978 -0.470423 -0.90 -0.22 1.79 -0.04
C -0.819639 -0.886220 -1.249269 1.27 0.75 1.61 -0.74
N 2.047723 0.510565 0.560470 0.48 0.03 -1.57 -0.06
H -1.850969 2.731115 -0.761127 -0.22 -2.26 -0.08 0.33
H 0.641183 -1.045312 3.444870 -0.61 -0.57 1.00 0.47
H 0.310567 -0.899017 -1.376960 -1.32 0.09 -0.08 0.19
H -0.971004 -1.617220 -0.350209 -0.34 1.12 -2.05 0.23
H -1.282865 -1.069157 -2.242394 0.14 -0.57 1.00 0.28
```
Forces are in eV/Å.

No. 8
Entry from OMol25: the molecule C2H12Si4 (ωB97M-V/def2-TZVPD).

Output
* spin multiplicity: 1
* frontier orbital gap (spin up / spin down): 4.1 / 3.4 eV
* E_HOMO (spin up / spin down): -6.490 / -6.167 eV
* lowest unoccupied orbital energy (spin up / spin down): -0.0877 / -0.1003 Eh

The geometry in XYZ format:
```
18
Properties=species:S:1:pos:R:3:forces:R:3:mulliken_charge:R:1
C 0.103056 0.176949 2.433850 -1.52 -1.98 0.23 -1.08
C -0.154140 2.099589 0.170296 -1.77 -2.78 -0.08 -1.07
Si -0.703968 -2.066714 -2.548483 1.66 -0.40 0.64 0.13
Si 2.217975 -0.425188 -0.343163 1.44 0.41 -1.23 0.30
Si -1.421659 -1.041781 -0.689229 0.49 -0.98 0.50 0.32
Si 0.171815 0.192208 0.461608 -0.77 1.64 1.61 0.32
H -0.168803 1.135984 2.964314 0.65 -1.07 -0.79 0.30
H -0.501684 -0.696772 2.925688 0.32 1.69 -1.24 0.31
H 1.051213 -0.251203 2.667206 1.30 0.56 0.73 0.30
H 0.518629 2.718746 -0.319497 1.55 1.06 -0.49 0.41
H -1.022929 2.013864 -0.501213 -0.08 0.50 0.39 0.28
H -0.451293 2.380699 1.176652 0.01 0.58 -0.26 0.25
H 0.246948 -1.082635 -3.080295 0.35 0.31 -0.57 -0.14
H -1.895089 -2.144658 -3.327908 -0.97 -0.07 -0.96 -0.13
H 3.199975 -1.114175 0.466399 0.08 -0.67 0.63 -0.11
H 3.262626 0.201309 -1.329927 -1.40 -0.17 0.49 -0.04
H -2.265151 0.015973 -1.099743 -1.19 1.17 -0.20 -0.17
H -2.187521 -2.112194 -0.026555 -0.16 0.20 0.60 -0.17
```
Forces are in eV/Å.

Going through the records in order, we get ΔE to the lowest compared entry with this formula, charge and spin values of 24.4, 9.9, 399.9, 51.6, 86.2, 73.2, 114.5, 100.5 kcal per mole.